Entry P
7
Properties=species:S:1:pos:R:3:nbo_charge:R:1 method="wB97M-V/def2-TZVPD" total_charge=0 gap_ev=10.0 e_homo_ev=-10.929
Cl 0.252 -0.244 0.311 -0.24
S 2.189 0.449 -0.087 1.56
F 2.706 -0.750 -1.059 -0.49
F -2.716 0.699 0.789 -0.35
F -2.899 -0.159 -1.184 -0.33
O 2.889 0.409 1.202 -0.83
C -2.422 -0.404 0.028 0.68

---

Entry Q
7
Properties=species:S:1:pos:R:3:nbo_charge:R:1 method="wB97M-V/def2-TZVPD" total_charge=0 gap_ev="6.2 / 6.1" e_homo_ev="-10.310 / -10.269"
Cl -1.831 -0.187 0.205 0.19
S 1.132 0.771 0.253 1.33
F -1.295 2.341 -0.401 -0.67
F 0.211 -1.265 -0.759 -0.31
F 0.093 -1.493 1.288 -0.30
O 1.934 0.500 -0.894 -0.67
C -0.244 -0.666 0.308 0.43

---

Computed stability ranking, most favorable first: entry P, entry Q

---

Entry P
37
Properties=species:S:1:pos:R:3:nbo_charge:R:1 method="wB97M-V/def2-TZVPD" total_charge=0 gap_ev=9.4 e_homo_ev=-9.128
O 2.793 3.132 -0.535 -0.95
O 1.113 1.073 -3.304 -0.94
O 1.141 -0.373 2.196 -0.76
O 2.068 -2.096 0.237 -1.00
O -3.104 2.963 -0.801 -0.96
O -0.300 3.178 -1.442 -0.98
O 1.127 -4.104 -1.533 -0.96
N -0.879 -0.891 -1.465 -0.85
N -1.297 0.124 0.715 -0.65
C -1.092 -1.036 1.567 -0.26
C 0.068 -1.861 3.668 -0.63
C -0.179 -0.682 2.733 0.09
C -1.816 -0.208 -0.630 -0.06
H -0.520 -1.738 0.958 0.19
H 1.748 1.747 -3.558 0.47
H -1.985 -1.616 1.842 0.18
H 1.600 -1.837 1.042 0.50
H -0.617 -1.865 4.519 0.22
H 2.958 2.485 -1.227 0.46
H -1.973 0.748 -1.108 0.19
H -1.892 0.811 1.163 0.36
H -3.583 3.019 -1.634 0.48
H -0.480 0.228 3.252 0.17
H -0.050 -0.370 -1.701 0.37
H -0.053 2.268 -1.648 0.48
H 1.638 0.264 -3.349 0.48
H 2.051 3.663 -0.854 0.49
H -0.604 -1.833 -1.221 0.37
H 3.016 -2.011 0.349 0.48
H 1.100 0.129 1.370 0.50
H 1.114 -4.634 -0.726 0.46
H -3.754 3.155 -0.119 0.48
H -1.236 3.133 -1.216 0.49
H -2.762 -0.756 -0.623 0.16
H 0.014 -2.806 3.137 0.21
H 1.642 -3.347 -1.200 0.49
H 1.043 -1.711 4.107 0.23

---

Entry Q
37
Properties=species:S:1:pos:R:3:nbo_charge:R:1 method="wB97M-V/def2-TZVPD" total_charge=0 gap_ev=9.6 e_homo_ev=-9.611
O -0.320 -1.917 0.309 -0.98
O -3.430 -2.763 0.512 -0.95
O -1.412 -0.345 3.211 -0.94
O 2.335 -2.888 -0.336 -0.95
O 2.572 -1.993 2.347 -0.97
O -1.510 3.351 -0.390 -0.97
O 1.381 1.528 2.044 -0.76
N 0.258 0.992 -0.563 -0.68
N -2.236 -0.296 -2.865 -0.81
C 1.668 1.346 -0.374 -0.25
C 1.861 2.194 0.869 -0.06
C -1.585 0.929 -2.347 -0.24
C -0.068 0.708 -1.969 -0.24
H 2.768 -2.407 0.389 0.49
H -0.236 -1.905 -0.648 0.48
H 0.150 0.142 -0.025 0.39
H 1.277 3.110 0.757 0.17
H -1.722 1.804 -2.972 0.21
H 2.288 0.441 -0.323 0.18
H -1.869 -0.513 -3.792 0.35
H 0.519 1.252 -2.706 0.21
H -2.593 -2.385 0.224 0.48
H -1.164 3.668 0.448 0.46
H -2.131 1.065 -1.415 0.20
H 0.075 -0.362 -2.147 0.16
H -1.393 -0.329 2.250 0.48
H -1.087 2.482 -0.533 0.49
H 2.600 -1.063 2.608 0.49
H 0.366 -2.438 0.720 0.50
H 1.937 -3.605 0.173 0.46
H -4.098 -2.086 0.373 0.47
H -1.923 -1.073 -2.309 0.33
H 1.945 -2.390 2.962 0.48
H -0.643 0.121 3.548 0.46
H 0.437 1.360 2.067 0.47
H 2.068 1.952 -1.191 0.20
H 2.912 2.314 1.092 0.19

---

Computed stability ranking, most favorable first: entry P, entry Q

---

Entry P
51
Properties=species:S:1:pos:R:3:nbo_charge:R:1 method="wB97M-V/def2-TZVPD" total_charge=0 gap_ev=9.9 e_homo_ev=-9.880
O 1.091 2.138 3.136 -0.99
O 1.203 -4.536 -0.226 -0.98
O -0.860 -0.150 -4.535 -0.97
O -2.213 3.584 2.078 -0.95
O -1.760 1.279 3.081 -1.02
O 3.085 -1.424 1.200 -0.72
O -0.881 3.693 -0.217 -1.00
O -0.781 -3.005 -1.801 -0.98
O -1.800 -1.135 2.084 -1.01
O 1.511 -1.764 -2.959 -1.00
O 3.739 -1.534 -0.838 -0.61
O -0.060 -3.119 2.756 -0.97
O 1.680 3.709 0.303 -0.97
C -1.514 0.237 -0.956 -0.13
C -0.277 0.581 -0.515 -0.28
C 1.972 0.155 -0.289 -0.53
C -2.319 1.131 -1.892 -0.66
C 3.061 -0.895 -0.114 0.81
C 0.611 -0.358 0.218 -0.43
H -3.054 0.537 -2.530 0.22
H -1.589 0.394 2.804 0.51
H -1.437 0.568 -4.875 0.49
H -0.068 -2.354 -1.735 0.49
H 1.362 -2.406 -3.670 0.50
H -2.816 1.260 3.213 0.49
H -2.424 2.732 1.770 0.48
H 0.934 4.218 -0.063 0.50
H 0.617 -1.349 -0.169 0.20
H -1.680 3.338 2.863 0.48
H -1.107 -2.918 -2.752 0.49
H -1.462 -1.892 2.712 0.54
H -2.940 1.705 -1.157 0.24
H -1.331 4.061 0.507 0.51
H 0.725 -0.386 1.389 0.25
H 0.497 -4.197 -0.881 0.51
H -1.806 -1.241 1.177 0.49
H 0.834 -2.729 3.094 0.48
H 1.823 0.294 -1.415 0.23
H 2.285 1.217 -0.021 0.28
H 0.029 2.010 3.220 0.52
H -0.259 0.036 -3.869 0.49
H -1.604 1.684 -2.566 0.22
H 3.616 -2.144 1.129 0.48
H -0.457 2.828 -0.172 0.48
H -2.059 -0.795 -0.754 0.20
H 1.621 1.580 3.551 0.47
H 0.295 -3.465 1.846 0.51
H 2.373 -1.650 -2.642 0.50
H 2.034 -4.219 -0.536 0.47
H 1.435 3.159 0.939 0.46
H 0.125 1.531 -0.924 0.20

---

Entry Q
51
Properties=species:S:1:pos:R:3:nbo_charge:R:1 method="wB97M-V/def2-TZVPD" total_charge=0 gap_ev=10.3 e_homo_ev=-10.293
O 7.015 23.553 -8.757 -0.94
O 11.824 18.806 -7.063 -0.93
O 15.733 26.089 -8.008 -0.93
O 12.168 24.751 -17.595 -0.94
O 11.701 19.460 -15.321 -0.94
O 12.952 29.737 -9.451 -0.93
O 12.636 21.603 -11.124 -0.73
O 15.296 20.767 -17.226 -0.94
O 11.013 28.161 -5.205 -0.73
O 8.889 30.255 -5.417 -0.72
O 11.946 24.392 -9.945 -0.74
O 17.928 15.667 -14.074 -0.72
O 19.485 17.288 -12.162 -0.70
C 9.635 28.021 -5.205 -0.09
C 17.519 16.938 -13.464 -0.10
C 13.405 22.785 -11.317 -0.09
C 8.957 29.131 -4.517 -0.10
C 12.515 24.054 -11.293 -0.10
C 18.725 17.776 -13.206 -0.09
H 12.375 28.996 -9.265 0.47
H 9.371 27.914 -6.257 0.17
H 12.135 19.540 -6.534 0.47
H 11.143 23.872 -9.865 0.47
H 13.945 22.797 -12.264 0.18
H 12.121 24.420 -18.492 0.47
H 9.301 27.052 -4.835 0.16
H 14.880 25.776 -8.309 0.47
H 11.045 18.491 -6.604 0.47
H 19.833 16.449 -12.474 0.45
H 15.431 20.215 -17.996 0.47
H 17.074 16.767 -12.484 0.17
H 7.904 28.905 -4.343 0.19
H 12.503 21.412 -10.193 0.48
H 16.179 20.972 -16.919 0.47
H 12.440 19.865 -15.775 0.47
H 11.725 24.042 -12.044 0.18
H 13.143 24.913 -11.525 0.18
H 18.382 15.220 -13.356 0.45
H 9.782 30.581 -5.547 0.47
H 12.967 24.363 -17.238 0.47
H 15.878 25.632 -7.179 0.46
H 9.501 29.403 -3.613 0.18
H 14.064 22.868 -10.453 0.17
H 11.692 19.877 -14.459 0.47
H 12.844 30.320 -8.699 0.47
H 16.753 17.422 -14.071 0.19
H 11.472 27.330 -5.345 0.48
H 6.922 22.617 -8.937 0.47
H 18.282 18.722 -12.893 0.18
H 19.304 17.883 -14.123 0.17
H 6.353 23.735 -8.090 0.47

---

Entry R
51
Properties=species:S:1:pos:R:3:nbo_charge:R:1 method="wB97M-V/def2-TZVPD" total_charge=0 gap_ev=9.5 e_homo_ev=-9.619
O -1.676 1.342 3.612 -0.95
O -3.277 -0.810 0.546 -0.97
O 1.881 2.862 -2.318 -0.96
O -1.594 -0.634 -1.119 -0.65
O 0.205 3.745 0.111 -0.95
O -1.161 -2.725 1.339 -1.01
O 2.214 -2.870 -1.158 -0.96
O -3.019 0.536 -2.917 -0.93
O -0.537 1.475 -1.158 -0.74
O -3.147 1.511 1.530 -0.99
O 2.797 -0.389 -2.924 -0.95
O -0.424 -1.842 -3.323 -0.94
O 1.262 -3.905 1.517 -0.94
C 1.350 0.204 3.312 -0.39
C 3.321 0.458 1.819 -0.67
C 1.860 0.603 2.169 0.01
C 1.079 1.070 0.954 -0.45
C -0.696 0.115 -0.702 0.88
C 0.625 -0.106 0.100 -0.57
H -2.812 -0.841 -0.278 0.49
H 1.184 3.393 -1.752 0.51
H 0.254 -0.937 0.749 0.27
H -1.447 2.134 3.203 0.46
H 0.016 1.473 1.255 0.19
H -2.133 0.845 2.879 0.49
H 1.667 -3.185 0.950 0.49
H -2.985 -0.490 -2.957 0.48
H 1.444 -0.609 -0.585 0.28
H 1.304 -4.522 0.732 0.49
H -3.206 -1.695 0.876 0.49
H 2.268 -2.350 -1.976 0.51
H 2.792 0.567 -2.943 0.48
H 3.773 1.022 2.677 0.24
H -0.743 -2.200 -2.387 0.49
H -0.465 2.998 0.266 0.49
H 1.721 0.061 4.198 0.20
H 3.490 1.223 0.951 0.20
H -0.275 -3.162 1.620 0.51
H -1.560 -2.312 2.129 0.47
H -2.022 0.712 -2.774 0.45
H 3.054 -3.051 -0.919 0.46
H 3.680 -0.525 1.447 0.23
H -0.647 -0.944 -3.262 0.45
H 2.031 2.043 -1.744 0.45
H -4.085 1.476 1.584 0.48
H 0.209 0.335 3.307 0.22
H 1.559 1.978 0.382 0.25
H -1.345 1.877 -1.432 0.50
H 0.384 4.060 0.947 0.47
H -3.032 0.799 0.784 0.50
H 2.503 -0.604 -3.742 0.47

---

Computed stability ranking, most favorable first: entry P, entry Q, entry R